(w)
Computed, not measured: a cluster of 2 separate species, C3H2F2OS in total, with ωB97M-V/def2-TZVPD.

Last column: Mulliken charge in e.
Atoms and positions in Å:
C (1.59, 0.05, 0.68)  -0.4252
C (2.31, 0.72, 1.34)  -0.2576
C (-1.83, -0.60, -0.41)  0.5276
O (-0.64, 0.52, -2.30)  -0.4977
F (-2.33, -1.39, -1.35)  -0.1511
F (-2.11, -0.88, 0.86)  -0.1596
S (-0.87, 0.72, -0.87)  0.2767
H (0.81, -0.39, 0.14)  0.2858
H (3.06, 1.25, 1.90)  0.4012

LUMO = -0.01700 Ha
HOMO = -9.477 eV

=====

(x)
Computed, not measured: the molecule C3H2F2OS, with ωB97M-V/def2-TZVPD.

Last column: Mulliken charge in e.
Atoms and positions in Å:
C (-0.47, 0.49, 1.56)  0.2719
C (0.11, 0.77, 0.53)  -0.7315
C (1.36, -0.45, -1.55)  0.2091
O (2.62, 1.77, -0.25)  -0.4820
F (2.50, -0.51, -2.24)  -0.2144
F (1.24, -1.49, -0.72)  -0.1887
S (1.31, 1.40, -0.73)  0.4140
H (-1.17, 0.42, 2.28)  0.4728
H (0.52, -0.30, -2.31)  0.2490

LUMO = 0.01274 Ha
HOMO = -9.883 eV

=====

Q: What are the energies relative to the best structure? A: (w) 0.575; (x) 0.000, in eV.

=====

(w)
Computed, not measured: the molecule C3H2F2OS, with ωB97M-V/def2-TZVPD.

Last column: Mulliken charge in e.
Atoms and positions in Å:
C (-0.68, -1.69, -1.30)  0.4314
C (-0.12, -0.68, -0.98)  -0.7863
C (0.46, 0.54, 1.17)  0.1845
O (-0.24, 1.99, -1.21)  -0.4914
F (1.05, 1.51, 1.86)  -0.2041
F (-0.86, 0.44, 1.56)  -0.2209
S (0.66, 0.94, -0.78)  0.3875
H (-1.18, -2.56, -1.55)  0.4194
H (0.90, -0.48, 1.23)  0.2799

LUMO = 0.02116 Ha
HOMO = -9.925 eV

=====

(x)
Computed, not measured: the molecule C3H2F2OS, with ωB97M-V/def2-TZVPD.

Last column: Mulliken charge in e.
Atoms and positions in Å:
O (1.32, 0.98, -0.01)  -0.4951
C (0.34, 0.27, -0.52)  0.3274
S (0.12, 0.17, -2.15)  -0.2274
C (-0.42, -0.66, 0.53)  0.2246
F (-1.26, -1.57, -0.02)  -0.2093
C (-0.60, -0.26, 1.88)  -0.0877
F (0.29, 0.80, 2.18)  -0.2757
H (1.44, 1.14, 0.99)  0.4287
H (-1.04, -0.85, 2.81)  0.3145

LUMO = -0.02987 Ha
SMILES string = OC(=S)/C(F)=C\F
HOMO = -9.080 eV

=====

Q: What are the energies relative to the best structure? A: (w) 1.218; (x) 0.000, in eV.

=====

(w)
Computed, not measured: the ion C2H6NO2 with charge +1, with ωB97M-V/def2-TZVPD.

Last column: Mulliken charge in e.
Atoms and positions in Å:
N (1.19, 0.64, -0.42)  -0.3314
C (0.16, -0.47, -0.43)  -0.3354
C (-0.82, -0.22, 0.71)  0.4461
O (-0.49, -0.07, 1.84)  -0.4464
O (-2.08, -0.17, 0.24)  -0.4182
H (1.39, 1.06, -1.33)  0.3659
H (2.11, 0.34, -0.07)  0.3684
H (0.88, 1.38, 0.21)  0.3701
H (-0.36, -0.50, -1.38)  0.3267
H (0.67, -1.42, -0.27)  0.2669
H (-2.66, -0.58, 0.91)  0.3872

LUMO = -0.15595 Ha
SMILES string = [NH3+]CC(=O)O
charge = +1
HOMO = -15.753 eV

=====

(x)
Computed, not measured: a cluster of 2 separate species, C2H6NO2 in total, with ωB97M-V/def2-TZVPD.

Last column: Mulliken charge in e.
Atoms and positions in Å:
C (-2.54, 0.34, -1.27)  -0.3425
C (2.15, -0.31, 0.61)  -0.5412
N (-0.12, -0.07, 0.47)  0.4983
O (-0.36, 0.13, 1.61)  -0.3635
O (0.91, -0.20, -0.14)  -0.0789
H (-1.90, 0.03, -2.16)  0.3125
H (-2.66, 1.34, -1.07)  0.3233
H (-2.97, -0.39, -0.74)  0.3208
H (2.05, -1.01, 1.53)  0.2809
H (2.36, 0.59, 1.28)  0.3010
H (3.07, -0.47, -0.11)  0.2895

LUMO (spin up / spin down) = -0.25695 / -0.31122 Ha
charge = +1
HOMO (spin up / spin down) = -15.512 / -14.195 eV

=====

Q: What are the energies relative to the best structure? A: (w) 0.000; (x) 8.326, in eV.

=====

(w)
Computed, not measured: a cluster of 2 separate species, C2H3OPS in total, with ωB97M-V/def2-TZVPD.

Last column: Mulliken charge in e.
Atoms and positions in Å:
C (-2.13, -0.51, 0.13)  -0.2672
C (-1.43, -0.77, -0.79)  -0.5433
O (2.22, -1.22, -0.22)  -0.4537
P (1.28, 1.51, -0.09)  0.0544
S (2.17, -0.08, 0.69)  0.3473
H (-2.87, -0.01, 0.82)  0.3210
H (-0.87, -1.07, -1.57)  0.5000
H (1.62, 2.14, 1.02)  0.0415

LUMO (spin up / spin down) = -0.04443 / -0.04447 Ha
HOMO (spin up / spin down) = -9.529 / -9.531 eV

=====

(x)
Computed, not measured: the molecule C2H3OPS, with ωB97M-V/def2-TZVPD.

Last column: Mulliken charge in e.
Atoms and positions in Å:
P (3.44, -0.55, -0.07)  -0.3050
C (2.04, 0.05, 0.16)  0.0239
C (0.62, 0.29, 0.40)  0.0183
O (-0.16, -0.81, 0.75)  -0.2769
S (-1.60, -0.96, -0.05)  -0.1081
H (0.64, 0.99, 1.27)  0.2077
H (0.40, 0.93, -0.55)  0.2798
H (-1.14, -1.62, -1.34)  0.1602

LUMO = 0.00395 Ha
SMILES string = P#CCOS
HOMO = -9.437 eV

=====

Q: What are the energies relative to the best structure? A: (w) 0.494; (x) 0.000, in eV.

=====

(w)
Computed, not measured: the molecule C3H5NO3S, with ωB97M-V/def2-TZVPD.

Last column: Mulliken charge in e.
Atoms and positions in Å:
C (-0.97, -0.79, 0.09)  0.5244
C (-0.29, 0.46, -0.36)  -0.3850
C (1.17, 0.33, 0.05)  -0.5736
N (-1.24, -1.73, -0.80)  -0.2786
O (-1.37, -0.97, 1.26)  -0.6715
O (2.85, -1.77, 0.61)  -0.4498
O (-1.85, -2.74, -0.21)  -0.2380
S (1.75, -1.41, -0.29)  0.3841
H (-0.61, 0.62, -1.46)  0.2940
H (-0.84, 1.19, 0.24)  0.2865
H (1.64, 1.09, -0.61)  0.3207
H (1.34, 0.59, 1.04)  0.3710
H (-1.73, -2.39, 0.75)  0.4158

LUMO (spin up / spin down) = -0.04357 / -0.07947 Ha
HOMO (spin up / spin down) = -10.090 / -9.129 eV

=====

(x)
Computed, not measured: the molecule C3H5NO3S, with ωB97M-V/def2-TZVPD.

Last column: Mulliken charge in e.
Atoms and positions in Å:
C (0.33, 1.62, 0.17)  0.2188
C (0.53, 0.12, 0.51)  0.2115
C (1.27, -0.43, -0.73)  -1.1672
N (-0.71, -0.44, 0.96)  -0.2875
O (1.00, 2.51, -0.13)  -0.2492
O (-1.94, -0.58, -1.40)  -0.5166
O (-3.17, -0.58, 0.66)  -0.5141
S (-2.11, -0.01, -0.09)  0.7084
H (1.17, 0.11, 1.45)  0.3715
H (0.44, -0.80, -1.32)  0.3211
H (1.91, -1.26, -0.55)  0.3044
H (1.82, 0.24, -1.44)  0.3305
H (-0.52, -0.53, 1.91)  0.2683

LUMO (spin up / spin down) = -0.08431 / -0.05260 Ha
HOMO (spin up / spin down) = -8.605 / -9.229 eV

=====

Q: What are the energies relative to the best structure? A: (w) 0.221; (x) 0.000, in eV.

=====

(w)
Computed, not measured: a cluster of 10 separate species, C43H54N9O17 in total, with ωB97M-V/def2-TZVPD.

Last column: Mulliken charge in e.
Atoms and positions in Å:
C (-17.81, -34.74, -12.01)  -0.4165
O (-18.82, -35.45, -12.31)  -0.6825
O (-17.60, -33.72, -12.91)  0.5213
O (-17.12, -34.76, -11.00)  0.0801
H (-18.34, -33.52, -13.40)  -0.0183
C (-14.71, -31.56, -13.46)  0.0588
C (-13.86, -31.09, -12.13)  -0.5304
C (-12.57, -30.32, -12.35)  -0.6148
C (-11.82, -30.54, -13.73)  0.0220
C (-12.57, -31.41, -14.83)  -0.5227
C (-13.93, -31.77, -14.67)  -0.0888
N (-10.42, -30.00, -13.91)  0.9443
O (-9.82, -29.47, -12.94)  -0.5965
O (-9.99, -30.18, -14.99)  -0.5899
H (-15.77, -32.04, -13.18)  0.1260
H (-14.27, -30.93, -11.21)  0.5723
H (-12.01, -29.80, -11.58)  0.4444
H (-11.77, -31.53, -15.64)  0.3445
H (-14.27, -32.37, -15.56)  0.3643
C (-14.49, -37.14, -13.87)  -0.8720
C (-13.76, -37.65, -15.02)  -0.5855
C (-13.87, -36.96, -16.41)  -1.0889
C (-15.03, -35.81, -16.48)  -0.1511
C (-15.65, -35.23, -15.25)  -0.3141
C (-15.38, -35.99, -13.95)  -0.4186
N (-15.31, -35.27, -17.84)  0.8871
O (-15.14, -35.97, -18.88)  -0.5697
O (-15.86, -34.12, -17.87)  -0.5337
H (-14.43, -37.64, -12.99)  0.7278
H (-13.15, -38.48, -14.99)  0.4739
H (-13.53, -37.18, -17.21)  0.7685
H (-16.24, -34.38, -15.30)  1.0604
H (-15.83, -35.72, -13.07)  0.5260
C (-20.48, -31.57, -8.79)  -0.1788
C (-19.85, -32.12, -10.15)  -0.3947
C (-19.70, -31.00, -11.07)  0.4690
C (-19.85, -29.59, -10.77)  -0.0416
C (-20.55, -29.19, -9.50)  -0.6323
C (-20.78, -30.26, -8.46)  -0.7215
N (-19.35, -28.53, -11.73)  1.0554
O (-19.31, -27.27, -11.28)  -0.5746
O (-19.05, -28.94, -12.81)  -0.5367
H (-20.60, -32.53, -8.15)  0.2229
H (-19.66, -33.21, -10.26)  0.3187
H (-19.15, -31.32, -12.16)  0.0258
H (-20.88, -28.20, -9.26)  0.4514
H (-21.49, -30.10, -7.68)  0.4469
C (-15.99, -33.24, -6.89)  -0.1738
C (-15.38, -31.94, -6.22)  -0.6420
C (-15.49, -30.62, -7.08)  -0.5375
C (-16.28, -30.69, -8.39)  -0.5560
C (-16.68, -32.05, -8.99)  -0.4852
C (-16.46, -33.28, -8.17)  0.7472
N (-16.43, -29.31, -9.07)  1.0724
O (-16.41, -29.26, -10.30)  -0.4978
O (-16.22, -28.39, -8.34)  -0.6261
H (-16.15, -34.21, -6.33)  0.3113
H (-14.86, -32.17, -5.24)  0.3221
H (-14.91, -29.78, -6.61)  0.3677
H (-16.89, -31.92, -10.02)  1.0390
H (-16.79, -34.24, -8.77)  -0.3282
C (-22.22, -36.18, -9.08)  -0.2287
C (-22.40, -36.36, -7.50)  -0.6477
C (-21.22, -36.39, -6.60)  -0.8345
C (-19.80, -36.21, -7.19)  -0.4166
C (-19.67, -35.97, -8.67)  0.7652
C (-20.91, -36.01, -9.55)  -0.1605
N (-18.62, -36.13, -6.39)  1.1237
O (-17.48, -36.23, -6.87)  -0.5176
O (-18.82, -36.23, -5.16)  -0.6501
H (-23.04, -36.23, -9.84)  0.2751
H (-23.38, -36.56, -7.12)  0.4214
H (-21.28, -36.33, -5.60)  0.6320
H (-18.48, -35.80, -9.20)  -0.1522
H (-20.76, -35.74, -10.65)  0.3169
C (-23.86, -36.44, -13.34)  0.1557
O (-25.06, -36.44, -13.77)  -0.6465
N (-22.94, -37.30, -13.80)  0.0901
C (-21.65, -37.33, -13.32)  -1.1175
C (-23.36, -38.32, -14.80)  -0.8097
H (-23.64, -35.97, -12.36)  0.2867
H (-21.20, -38.16, -13.58)  0.3927
H (-21.74, -37.33, -12.28)  0.3489
H (-20.97, -36.52, -13.67)  0.3822
H (-22.80, -39.21, -15.32)  0.2501
H (-23.91, -37.83, -15.51)  0.3224
H (-24.02, -38.79, -13.99)  0.3068
C (-17.19, -40.76, -11.43)  0.1706
O (-17.01, -41.91, -10.92)  -0.6485
N (-17.69, -39.75, -10.71)  0.2085
C (-17.96, -38.55, -11.44)  -1.5717
C (-17.73, -39.61, -9.33)  -1.6893
H (-17.17, -40.58, -12.51)  0.3468
H (-18.28, -38.47, -12.55)  0.2463
H (-17.23, -37.79, -11.37)  0.7650
H (-18.70, -38.07, -10.94)  0.4491
H (-17.38, -38.64, -8.90)  0.3442
H (-17.13, -40.35, -8.89)  0.4490
H (-18.54, -39.47, -9.02)  0.9457
C (-13.53, -38.04, -9.11)  0.1967
O (-12.50, -38.79, -8.84)  -0.6795
N (-13.55, -36.78, -9.34)  0.1935
C (-14.82, -36.05, -9.69)  -0.7801
C (-12.27, -35.97, -9.62)  -1.0963
H (-14.48, -38.76, -9.09)  0.2568
H (-15.37, -36.58, -10.49)  0.1682
H (-14.67, -35.11, -10.00)  0.3448
H (-15.50, -35.75, -8.76)  0.0420
H (-12.20, -34.95, -9.71)  0.4617
H (-11.80, -36.37, -10.53)  0.3424
H (-11.55, -36.18, -8.83)  0.3772
C (-17.88, -30.51, -15.64)  0.1926
O (-18.07, -31.68, -15.25)  -0.6136
N (-18.53, -30.10, -16.74)  0.1936
C (-18.45, -28.63, -17.03)  -1.1996
C (-19.53, -31.00, -17.38)  -0.9118
H (-17.11, -29.63, -15.31)  0.2533
H (-18.60, -27.92, -16.28)  0.4402
H (-19.28, -28.39, -17.58)  0.4329
H (-17.50, -28.48, -17.75)  0.2819
H (-20.48, -31.16, -16.94)  0.3512
H (-19.06, -32.05, -17.79)  0.1893
H (-19.85, -30.78, -18.40)  0.4078

LUMO = 0.00840 Ha
charge = -1
HOMO = -6.839 eV

=====

(x)
Computed, not measured: a cluster of 10 separate species, C43H54N9O17 in total, with ωB97M-V/def2-TZVPD.

Last column: Mulliken charge in e.
Atoms and positions in Å:
C (-38.89, 12.04, -3.08)  -0.1294
O (-39.83, 12.70, -3.53)  -0.6890
O (-38.31, 11.24, -4.12)  0.3944
O (-38.37, 11.94, -1.98)  -0.1887
H (-38.48, 11.52, -5.00)  0.0259
C (-36.20, 8.32, -3.88)  -0.1127
C (-35.11, 8.24, -2.72)  -0.1452
C (-34.33, 7.00, -2.48)  -0.4793
C (-34.94, 5.64, -3.05)  0.0870
C (-36.28, 5.69, -3.87)  -0.6618
C (-36.72, 7.01, -4.23)  -0.3148
N (-34.34, 4.31, -2.59)  0.9338
O (-33.32, 4.28, -1.86)  -0.5997
O (-34.82, 3.39, -3.12)  -0.5727
H (-36.70, 9.34, -4.13)  0.2547
H (-34.75, 9.29, -2.30)  0.1017
H (-33.42, 6.92, -1.84)  0.4002
H (-36.76, 4.72, -3.95)  0.4305
H (-37.65, 6.99, -4.67)  0.5882
C (-41.25, 8.44, -1.64)  -0.5240
C (-42.11, 7.25, -1.83)  -0.8589
C (-42.14, 6.55, -3.29)  -0.7159
C (-41.34, 7.37, -4.43)  -0.1017
C (-40.37, 8.48, -4.08)  -0.2521
C (-40.48, 9.06, -2.68)  -0.2041
N (-41.39, 6.81, -5.77)  0.8520
O (-42.43, 6.17, -6.18)  -0.5591
O (-40.50, 7.13, -6.64)  -0.5215
H (-41.58, 8.92, -0.76)  0.3972
H (-42.84, 6.92, -1.30)  0.5496
H (-42.67, 5.77, -3.54)  0.5783
H (-39.76, 8.95, -4.80)  0.9181
H (-39.86, 9.88, -2.36)  0.3551
C (-35.14, 15.64, -3.47)  -0.5528
C (-36.09, 14.53, -3.92)  -0.4487
C (-35.56, 13.64, -5.02)  -0.3191
C (-34.16, 13.79, -5.52)  -0.0089
C (-33.31, 15.05, -5.14)  -0.5064
C (-33.93, 15.91, -4.06)  -0.6563
N (-33.47, 12.82, -6.32)  1.0163
O (-32.18, 12.86, -6.57)  -0.5824
O (-34.22, 12.00, -6.83)  -0.5456
H (-35.67, 16.18, -2.75)  0.5798
H (-36.91, 14.47, -3.27)  0.6513
H (-36.13, 12.82, -5.41)  0.6341
H (-32.31, 15.47, -5.60)  0.2923
H (-33.45, 16.87, -4.04)  0.3957
C (-35.14, 13.07, 0.97)  -0.3662
C (-33.60, 12.76, 1.21)  -0.6328
C (-32.83, 12.22, -0.02)  -1.2169
C (-33.52, 12.28, -1.37)  -0.5309
C (-35.02, 12.36, -1.45)  -1.0891
C (-35.83, 12.83, -0.20)  0.1360
N (-32.70, 11.86, -2.57)  1.0545
O (-33.11, 11.18, -3.51)  -0.4673
O (-31.42, 11.97, -2.33)  -0.6182
H (-35.62, 13.61, 1.80)  0.3497
H (-33.36, 12.94, 2.27)  0.3728
H (-32.04, 11.92, 0.14)  1.0031
H (-35.52, 12.17, -2.22)  1.9188
H (-36.81, 12.94, -0.48)  0.0551
C (-39.72, 17.37, -2.67)  -0.0502
C (-39.23, 18.46, -1.55)  -0.9899
C (-38.65, 17.91, -0.21)  -0.6994
C (-38.50, 16.43, 0.09)  -0.2533
C (-38.87, 15.45, -1.12)  0.7580
C (-39.51, 16.01, -2.37)  -1.3591
N (-37.99, 15.85, 1.21)  1.0718
O (-38.09, 14.65, 1.49)  -0.5152
O (-37.52, 16.72, 2.07)  -0.6543
H (-40.26, 17.80, -3.69)  0.1239
H (-39.40, 19.35, -1.66)  0.7300
H (-38.14, 18.44, 0.56)  0.5223
H (-38.52, 14.54, -0.91)  0.0427
H (-39.71, 15.34, -2.98)  1.2949
C (-41.97, 16.49, -6.57)  0.2214
O (-42.26, 17.26, -7.45)  -0.5986
N (-42.78, 15.60, -6.00)  0.1461
C (-42.41, 14.75, -4.99)  -0.6013
C (-44.18, 15.49, -6.49)  -0.9453
H (-41.07, 16.67, -5.88)  0.1673
H (-43.21, 14.29, -4.40)  0.3191
H (-41.83, 15.47, -4.30)  -0.0421
H (-41.59, 13.98, -5.28)  0.2652
H (-44.88, 14.74, -6.27)  0.3732
H (-44.11, 15.46, -7.59)  0.2939
H (-44.55, 16.43, -6.15)  0.3470
C (-44.00, 12.47, 0.24)  0.1602
O (-44.76, 12.64, 1.24)  -0.6717
N (-42.89, 13.08, 0.07)  0.2772
C (-42.13, 12.83, -1.14)  -0.9886
C (-42.17, 13.88, 1.01)  -0.9163
H (-44.31, 11.79, -0.59)  0.3184
H (-42.45, 12.43, -2.14)  0.4175
H (-41.31, 12.07, -0.87)  0.3459
H (-41.43, 13.68, -1.36)  0.0490
H (-41.17, 13.65, 1.09)  0.3040
H (-42.61, 13.79, 2.12)  0.2911
H (-41.94, 14.94, 0.64)  0.3358
C (-40.04, 10.31, 2.80)  -0.1425
O (-40.37, 9.67, 3.84)  -0.6518
N (-38.97, 10.07, 2.05)  0.1116
C (-38.68, 10.88, 0.79)  -1.0079
C (-38.18, 8.79, 2.11)  -0.9511
H (-40.70, 11.12, 2.56)  0.4811
H (-39.59, 11.01, 0.27)  0.1671
H (-37.93, 10.37, 0.15)  0.2275
H (-38.35, 11.68, 0.97)  0.6748
H (-37.17, 8.63, 1.63)  0.3709
H (-38.80, 7.90, 1.96)  0.3588
H (-37.84, 8.40, 3.19)  0.3052
C (-36.72, 9.63, -7.59)  -0.0384
O (-37.55, 10.12, -6.95)  -0.5937
N (-36.81, 9.58, -8.97)  0.1754
C (-35.73, 9.13, -9.77)  -1.3261
C (-38.03, 10.13, -9.57)  -1.0331
H (-35.78, 9.23, -7.19)  0.4793
H (-34.83, 9.52, -9.42)  0.4418
H (-35.67, 9.47, -10.68)  0.5289
H (-35.53, 8.06, -9.92)  0.3391
H (-38.05, 11.16, -9.65)  0.3623
H (-38.99, 9.79, -9.07)  0.2165
H (-38.49, 9.71, -10.40)  0.4597

LUMO = -0.01111 Ha
charge = -1
HOMO = -6.989 eV

=====

Q: What are the energies relative to the best structure? A: (w) 0.000; (x) 1.831, in eV.